The following is a DFT calculation (ωB97M-V/def2-TZVPD) of a molecular structure, C16H21AsN4O4ReS4.

```
51
Properties=species:S:1:pos:R:3:forces:R:3
Re -0.14916 0.09132 0.00004 0.1 -0.3 -0.3
C -3.07843 -1.95970 2.25818 0.0 0.0 0.0
C -2.83258 -1.04188 1.12809 -0.3 0.1 -0.2
O -1.59342 -0.82556 0.75608 0.0 -0.1 0.3
N -3.76235 -0.42974 0.46832 0.1 -0.1 0.0
C -3.48479 0.46408 -0.67544 0.0 -0.1 0.1
C -2.86736 1.77384 -0.24414 -0.1 0.0 -0.1
C -3.66827 2.89826 -0.18406 0.0 0.0 0.0
C -3.12754 4.12436 0.18387 0.0 0.0 0.0
C -1.77662 4.18505 0.47766 0.0 0.0 0.0
C -1.03177 3.02582 0.40734 0.0 0.1 0.0
N -1.54775 1.83007 0.06414 0.1 0.0 0.0
H -2.49764 -2.87123 2.11259 0.0 0.0 0.0
H -4.13340 -2.20538 2.35612 0.0 0.0 0.0
H -2.73562 -1.48143 3.18011 0.0 0.0 0.0
H -4.72645 -0.61215 0.72798 0.0 0.0 0.0
H -4.43797 0.65603 -1.16000 0.0 0.0 0.0
H -2.86709 -0.09474 -1.37943 0.0 0.0 0.0
H -4.71668 2.81843 -0.43835 0.0 0.0 0.0
H -3.74980 5.00845 0.22986 0.0 0.0 0.0
H -1.29356 5.11110 0.75583 0.0 0.0 0.0
H 0.02954 3.05933 0.61368 0.0 0.0 0.0
S 4.62939 -0.80317 1.60464 -0.2 -0.1 0.1
As 2.49847 -0.90517 1.51140 0.1 0.1 0.2
S 1.13919 0.87810 1.64844 0.0 0.0 0.0
S 1.22212 -1.67519 -0.14951 0.0 -0.2 -0.1
S 3.47542 -1.92487 3.11417 0.1 0.1 -0.2
C 0.85437 -2.75860 -4.35105 0.1 0.0 0.0
C -0.32183 -2.12811 -5.08165 0.0 0.0 0.0
C -0.73737 -0.75876 -4.49424 0.0 0.0 0.0
C -1.97828 -0.20188 -5.24790 0.0 -0.1 0.0
C -2.42279 1.17857 -4.78320 0.0 0.0 0.0
C 0.40706 0.22181 -4.72824 0.1 -0.1 0.0
O 0.94898 0.40078 -5.76429 0.0 0.1 0.0
N 0.87398 1.00160 -3.58045 0.0 0.0 0.0
C 0.40110 0.74410 -2.38973 0.1 0.2 0.2
O 0.85332 1.25807 -1.25076 0.0 0.2 -0.4
N -0.55312 -0.11570 -2.09592 0.1 0.2 0.3
C -1.14463 -0.96389 -3.04134 -0.1 -0.2 -0.2
O -1.95658 -1.76855 -2.66984 0.0 0.1 0.0
H 1.16523 -3.67725 -4.84496 0.0 0.0 0.0
H 0.59266 -3.02412 -3.32206 0.0 0.0 0.0
H 1.72876 -2.10099 -4.34187 0.0 0.0 0.0
H -1.19781 -2.77484 -5.03403 0.0 0.0 0.0
H -0.08456 -1.96649 -6.13292 0.0 0.0 0.0
H -2.77568 -0.93399 -5.11609 0.0 0.0 0.0
H -1.72212 -0.18761 -6.30758 0.0 0.0 0.0
H -2.63763 1.19774 -3.70761 0.0 0.0 0.0
H -3.33688 1.47154 -5.29629 0.0 0.0 0.0
H -1.67917 1.94805 -5.00018 0.0 0.0 0.0
H 1.63003 1.66288 -3.73713 0.0 0.0 0.0
```
Forces are in eV/Å.

Properties
charge: +3
frontier orbital gap: 5.87 eV
relative energy (zero: lowest compared OMol25 entry of this formula, charge and spin): 0.587 eV

Mulliken atomic charge list, values in e, 2 entries: number 1, Re, carries 2.14; number 2, C, carries -1.29